1.
Density functional theory data (ωB97M-V with the def2-TZVPD basis set) for a structure of composition C25H23ClO2OsP at a distorted geometry.

Structure (XYZ):
```
53
Properties=species:S:1:pos:R:3:mulliken_charge:R:1
C -0.725 -1.868 3.768 -0.570
C -0.600 -2.364 2.424 0.018
C 0.787 -2.463 2.102 -0.363
H -1.379 -2.586 1.705 0.428
C 1.552 -2.099 3.270 -0.444
C 0.621 -1.678 4.337 -0.751
H 0.855 -1.301 5.344 0.436
H -1.715 -1.686 4.221 0.335
H 1.135 -2.756 1.089 0.441
H 2.646 -2.163 3.295 0.437
Os 0.400 -0.381 2.830 0.812
Cl 2.019 1.066 2.363 -0.471
P 0.323 0.220 -1.294 0.125
C 1.598 -1.003 -1.543 0.643
C 1.281 -1.837 -2.642 -0.213
H 0.291 -1.720 -3.090 0.456
C 2.272 -2.664 -3.143 -0.763
H 2.096 -3.222 -4.087 0.385
C 3.516 -2.652 -2.469 -0.341
H 4.341 -3.228 -2.902 0.364
C 3.825 -1.911 -1.293 -0.706
H 4.820 -1.898 -0.819 0.430
C 2.819 -1.077 -0.796 -0.121
H 2.896 -0.432 0.092 0.379
C -1.384 -0.355 -1.376 0.601
C -1.740 -1.723 -1.174 -0.117
H -0.944 -2.416 -0.859 0.700
C -3.022 -2.120 -1.532 -0.924
H -3.253 -3.206 -1.584 0.394
C -3.905 -1.109 -1.988 -0.343
H -4.856 -1.445 -2.413 0.352
C -3.625 0.280 -2.015 -0.662
H -4.322 1.024 -2.454 0.383
C -2.349 0.664 -1.647 -0.664
H -1.996 1.698 -1.694 0.389
C 0.694 1.962 -1.458 0.495
C 1.285 2.111 -2.720 -0.709
H 1.459 1.214 -3.309 0.428
C 1.497 3.395 -3.161 -0.681
H 1.841 3.564 -4.193 0.392
C 1.192 4.449 -2.264 -0.425
H 1.341 5.483 -2.599 0.353
C 0.706 4.279 -0.937 -0.621
H 0.500 5.116 -0.249 0.438
C 0.441 2.988 -0.519 0.256
H 0.022 2.675 0.458 0.266
C -2.613 2.035 4.396 -0.752
O -1.749 0.962 4.015 -0.193
C -1.041 1.226 2.864 0.481
O -1.389 2.116 2.068 -0.613
H -2.026 2.947 4.534 0.314
H -2.998 1.702 5.351 0.246
H -3.438 2.185 3.694 0.269
```

Values from the calculation:
2S+1: 5
HOMO energy (alpha / beta): -9.7 / -11.2 eV
Net charge: +1
Energy above the lowest of the compared OMol25 structures with the same formula, charge and spin: 15.8 kcal/mol
Orbital gap (alpha / beta): 6.9 / 6.3 eV
LUMO (alpha / beta): -2.7 / -4.9 eV

***

2.
Density functional theory data (ωB97M-V with the def2-TZVPD basis set) for the ion C7H16N4 with charge +2 at a distorted geometry.

Structure (XYZ):
```
27
Properties=species:S:1:pos:R:3:mulliken_charge:R:1
C 0.601 -0.447 -0.516 0.734
C 0.273 -0.453 1.908 0.389
C -0.889 0.064 -0.758 0.789
C -1.803 0.274 0.342 -1.194
C -1.548 -0.917 -1.827 -1.362
C 2.301 -1.004 0.927 -1.235
C -0.529 2.477 -1.008 -0.747
N 1.009 -0.529 0.825 0.029
N -0.232 1.196 -1.366 -0.335
N 1.307 -0.975 -1.509 -0.321
N 0.630 -0.175 3.085 -0.247
H -1.132 0.459 1.408 0.045
H -2.563 -0.457 0.581 0.510
H -2.472 1.096 0.357 0.404
H -0.939 -1.297 -2.621 0.362
H -2.292 -0.224 -2.242 0.405
H -2.110 -1.550 -1.252 0.452
H 3.125 -0.517 0.529 0.399
H 2.554 -1.366 1.943 0.398
H 2.199 -1.964 0.391 0.451
H -1.528 2.686 -1.193 0.391
H -0.497 2.459 0.109 0.308
H -0.031 3.270 -1.554 0.319
H 0.840 -1.006 -2.420 0.207
H 2.282 -1.223 -1.377 0.256
H 1.464 0.347 3.373 0.272
H -0.017 -0.222 3.866 0.321
```

Values from the calculation:
HOMO energy (alpha / beta): -16.8 / -17.5 eV
Net charge: +2
Energy above the lowest of the compared OMol25 structures with the same formula, charge and spin: 170.6 kcal/mol
Orbital gap (alpha / beta): 6.5 / 8.2 eV
LUMO (alpha / beta): -10.2 / -9.3 eV

***

3.
Density functional theory data (ωB97M-V with the def2-TZVPD basis set) for the molecule C3H2N2S at a distorted geometry.

Structure (XYZ):
```
8
Properties=species:S:1:pos:R:3:mulliken_charge:R:1
C 0.871 0.733 0.060 -0.139
C 0.877 -0.710 0.059 -0.043
C -1.134 -0.034 -0.020 0.279
N -0.371 1.159 0.052 -0.383
N -0.371 -1.183 0.022 -0.402
S -3.032 0.007 0.034 -0.098
H 1.566 1.542 -0.185 0.372
H 1.594 -1.514 -0.022 0.414
```

Values from the calculation:
HOMO energy (alpha / beta): -9.6 / -9.6 eV
Net charge: 0
Energy above the lowest of the compared OMol25 structures with the same formula, charge and spin: 45.8 kcal/mol
Orbital gap (alpha / beta): 6.4 / 6.4 eV
SMILES: S=C1N=CC=N1
LUMO (alpha / beta): -3.2 / -3.2 eV

***

4.
Density functional theory data (ωB97M-V with the def2-TZVPD basis set) for the molecule C7H13N at a distorted geometry.

Structure (XYZ):
```
21
Properties=species:S:1:pos:R:3:mulliken_charge:R:1
C -1.629 -1.006 0.199 -0.333
C -0.608 -0.714 1.285 -0.494
C 0.613 0.041 0.779 0.621
C 1.183 0.893 1.637 -1.229
C 1.153 0.026 -0.627 -0.886
C 0.917 1.310 -1.371 0.041
C 1.599 1.777 -2.412 -0.846
N -2.456 -2.191 0.479 -0.614
H -2.187 -0.075 0.027 0.227
H -1.141 -1.233 -0.751 0.193
H -0.175 -1.670 1.619 0.320
H -1.097 -0.180 2.092 0.350
H 0.780 1.036 2.631 0.313
H 2.027 1.538 1.422 0.313
H 2.230 -0.125 -0.502 0.393
H 0.884 -0.796 -1.287 0.417
H -0.022 1.813 -1.151 0.238
H 2.499 1.304 -2.787 0.275
H 1.299 2.708 -2.873 0.259
H -3.386 -2.090 0.112 0.227
H -2.483 -2.366 1.479 0.216
```

Values from the calculation:
HOMO energy: -9.1 eV
Net charge: 0
Energy above the lowest of the compared OMol25 structures with the same formula, charge and spin: 41.4 kcal/mol
Orbital gap: 10.2 eV
SMILES: C=CCC(=C)CCN
LUMO: 1.1 eV

***

5.
Density functional theory data (ωB97M-V with the def2-TZVPD basis set) for the molecule C3H5N3S2 at a distorted geometry.

Structure (XYZ):
```
13
Properties=species:S:1:pos:R:3:mulliken_charge:R:1
C 2.466 0.385 0.155 -0.866
C 1.049 0.288 -0.158 0.542
C -2.090 0.009 -0.025 0.438
H 2.836 1.472 0.292 0.275
H 3.073 0.017 -0.735 0.273
H 2.829 -0.345 0.924 0.257
H -3.733 -1.055 0.037 0.285
H -1.048 -1.192 1.109 0.323
N 0.254 1.342 -0.126 -0.458
N -3.324 -0.094 0.059 -0.622
N -1.235 -1.213 -0.011 -0.406
S -1.290 1.517 -0.664 -0.015
S 0.214 -1.132 -0.858 -0.027
```

Values from the calculation:
HOMO energy: -8.5 eV
Net charge: 0
Energy above the lowest of the compared OMol25 structures with the same formula, charge and spin: 52.4 kcal/mol
Orbital gap: 8.6 eV
SMILES: [H]/N=C1\NSC(C)=NS1
LUMO: 0.1 eV

***

6.
Density functional theory data (ωB97M-V with the def2-TZVPD basis set) for a cluster of 6 separate species, C8H26FN4O5 in total at a distorted geometry.

Structure (XYZ):
```
44
Properties=species:S:1:pos:R:3:mulliken_charge:R:1
F 0.699 0.343 -0.129 -1.000
C -3.213 1.427 1.108 -1.089
C -2.806 1.774 -0.295 0.201
O -1.460 2.202 -0.336 -0.520
H -2.662 0.543 1.429 0.196
H -4.260 1.151 1.237 0.397
H -2.994 2.170 1.874 0.255
H -3.470 2.581 -0.607 0.403
H -3.132 0.963 -0.946 -0.101
H -0.940 1.414 -0.162 0.213
C 4.494 -1.877 2.915 -0.960
C 3.758 -0.490 3.138 -0.322
O 3.012 -0.107 1.980 -0.503
H 4.052 -2.666 2.306 0.296
H 4.533 -2.308 3.915 0.320
H 5.475 -1.662 2.490 0.263
H 4.444 0.271 3.510 0.313
H 2.965 -0.627 3.873 0.226
H 2.108 -0.316 2.224 0.317
C -2.459 -1.257 -2.843 -0.911
C -1.260 -2.065 -2.256 -0.401
O -1.251 -1.842 -0.895 -0.529
H -2.279 -0.193 -2.999 0.179
H -3.329 -1.338 -2.192 0.253
H -2.611 -1.731 -3.813 0.389
H -0.350 -1.961 -2.847 0.320
H -1.447 -3.124 -2.429 0.388
H -0.810 -1.009 -0.711 0.321
C 1.242 1.668 -3.520 0.608
O 2.392 1.713 -3.079 -0.679
N 0.243 1.301 -2.784 -0.059
N 0.843 2.003 -4.740 -0.409
H -0.658 1.713 -2.983 0.161
H 0.385 0.814 -1.911 -0.007
H -0.118 1.923 -5.041 0.158
H 1.538 2.196 -5.446 0.224
C -0.210 -0.570 3.188 0.479
O -0.526 -0.897 4.322 -0.770
N 0.007 -1.404 2.232 -0.107
N -0.009 0.632 2.687 -0.157
H 0.211 -1.100 1.291 0.124
H 0.089 -2.396 2.408 0.144
H 0.143 0.684 1.690 0.140
H -0.378 1.452 3.146 0.237
```

Values from the calculation:
HOMO energy: -6.2 eV
Net charge: -1
Orbital gap: 9.3 eV
LUMO: 3.0 eV